The following is a DFT calculation (ωB97M-V/def2-TZVPD) of a molecular structure, C28H55BrF2N2O8P3S2 in a non-equilibrium geometry.

multiplicity: 1
gap between HOMO and LUMO: 7.69 eV
total charge: +1
highest occupied orbital energy: -10.53 eV
energy: -174288.3620 eV
strongest force on any atom: 0.082 Eh/bohr

Each line ends with the Mulliken charge.
Element x y z (Å)
C1 5.9311 0.1386 -0.5553  -0.32
C2 6.0062 -1.5223 2.5678  -0.41
C3 -2.0147 1.7321 -1.2453  -0.78
H1 0.9642 2.2971 -2.5064  0.37
O1 7.1628 -0.8121 3.0016  -0.29
C4 -3.0282 -0.3132 -3.4962  0.22
H2 -0.8269 -0.5350 -3.6063  -0.07
H3 -4.9387 3.3246 -1.7258  0.13
H4 2.8981 -3.5402 0.6920  0.39
H5 -0.6615 4.8793 -2.2130  0.40
H6 -0.5911 -1.8162 1.3824  1.31
N1 -4.5361 -0.3778 0.4445  -0.55
C5 -3.7913 0.8407 0.3462  0.40
H7 0.3300 1.5471 1.1239  0.57
H8 5.1956 1.9656 0.2396  0.22
O2 -3.4266 0.1362 3.8929  -0.71
H9 3.3705 -4.8007 -0.4291  0.53
H10 -2.8017 -1.0756 -1.5138  -0.07
C6 0.4732 -3.4285 -0.3281  -1.58
H11 6.0941 -1.6660 1.4947  -0.03
H12 -4.3203 4.4500 1.6574  0.49
H13 0.3545 1.2393 -3.8150  0.27
H14 -1.7497 -2.0707 -3.3144  0.22
Br1 -1.9548 2.2212 2.3336  0.05
O3 4.2025 -1.6035 -0.3240  0.16
H15 6.8365 -0.4032 -0.2656  0.41
C7 -1.1807 0.0489 0.4453  2.38
C8 0.2414 2.2137 -3.3365  -1.21
H16 0.0135 0.2106 2.3295  0.69
O4 -5.0542 2.1100 2.4023  -0.72
H17 3.4550 0.2984 1.3694  -0.09
C9 -6.8998 -1.0732 0.0630  -1.12
H18 -2.9324 0.6530 -3.9948  0.20
H19 -7.5556 -1.7855 0.5860  0.43
C10 -1.1099 -1.5113 0.4728  -2.36
H20 -2.0900 -2.0008 0.5697  0.53
H21 -1.7934 -1.3315 -4.8871  0.53
C11 3.0498 -3.7556 -0.3700  -0.82
O5 -6.1343 2.2611 0.4059  -0.62
H22 -2.3262 4.6256 -1.6945  0.23
H23 6.7190 2.0855 -0.8167  0.28
H24 -4.1359 2.2920 -3.5439  0.25
C12 -5.8177 -0.6215 1.1010  -0.48
C13 -3.4378 -0.3225 -2.0082  -1.51
C14 -1.7424 -1.1004 -3.8192  -1.12
C15 -1.6260 4.4590 -2.5216  -1.02
C16 -3.4148 1.0295 -1.2397  0.48
F1 1.7539 -1.2543 1.5999  -0.41
C17 8.4813 0.4396 5.9676  -0.62
N2 -0.9644 0.7111 -0.8664  1.19
H25 -1.2500 -2.7008 -1.3471  0.74
H26 2.2960 1.5218 1.8248  0.56
H27 0.5517 2.9611 -4.0751  0.46
C18 -0.4664 -2.2428 -0.7368  -0.73
C19 7.1897 -0.5606 4.3169  0.70
O6 8.3139 0.1007 4.5882  -0.33
H28 -3.1166 4.0043 0.4667  0.20
H29 8.5236 -0.4586 6.5815  0.30
H30 -7.5322 -0.2482 -0.2614  0.21
P1 -1.4873 2.6341 -2.8287  0.24
H31 5.1026 -0.9465 2.7689  0.25
S1 -6.3651 1.1727 -2.5992  -0.31
H32 -3.5063 -1.7228 2.3372  0.11
H33 0.6815 -3.4226 0.7447  0.66
H34 -4.4328 -0.7743 -1.9817  0.90
H35 1.8923 -2.5952 -1.8023  0.56
O7 4.3446 -0.3218 -2.1414  -0.49
H36 -0.8769 0.1008 -1.6899  -0.47
C20 -4.1777 3.9129 0.7139  -1.12
P2 -2.8345 -0.5558 2.7537  0.61
P3 -4.6529 2.0523 -2.2534  0.14
H37 3.9851 -2.7826 -2.0341  0.48
H38 -1.9234 2.5242 -0.4911  0.69
H39 -0.0931 1.2512 -0.8674  0.36
H40 -2.0034 4.9388 -3.4240  0.40
C21 0.0967 0.4908 1.2808  -2.96
H41 -1.5335 -0.9810 3.1399  0.05
H42 1.6559 -4.3544 -1.8780  0.40
C22 -2.4523 0.5982 1.2557  -1.66
H43 -0.0831 -4.3570 -0.5065  0.60
H44 9.4257 0.9699 6.0550  0.22
C23 5.9385 1.4609 -0.3831  -0.77
C24 4.1772 -2.8956 -0.9620  -0.95
C25 1.7544 -3.5009 -1.1994  -0.84
H45 5.9498 -2.4993 3.0467  0.44
H46 2.8059 1.4045 0.0880  0.24
H47 5.1393 -3.4093 -0.8379  0.32
H48 -4.7385 4.4796 -0.0327  0.48
H49 7.6776 1.0935 6.3030  0.29
C26 4.7533 -0.6244 -1.0921  0.59
H50 -6.4410 -1.6355 -0.7555  0.23
O8 6.3422 -0.8783 5.1107  -0.54
H51 0.1247 -1.6147 -1.4157  0.04
H52 -5.7182 -1.5092 1.7479  0.47
H53 -4.0227 -1.2386 0.3736  0.68
H54 -6.3035 0.1315 1.7166  0.51
F2 -4.0137 -0.9923 -4.2134  -0.44
C27 1.4289 -0.1728 0.8060  1.54
S2 -4.8230 2.2591 0.9975  1.85
H55 1.4348 -0.4063 -0.2659  -0.03
C28 2.5864 0.8510 1.0058  -1.31

Forces on the atoms, in the same order (eV/Å):
-0.10 -0.68 0.53
-0.15 -0.16 -0.11
0.52 0.53 -0.04
0.10 -0.07 -0.33
0.03 0.04 0.00
0.53 -0.69 -0.87
-0.05 -0.20 -0.03
0.91 -0.06 0.17
0.13 0.17 -0.16
-0.21 0.15 -0.15
0.15 0.29 -0.16
-1.08 1.10 0.80
1.14 -1.34 -0.78
-0.69 0.03 0.44
-0.82 0.24 -1.47
-0.77 0.15 0.23
-0.19 0.11 -0.06
-0.05 0.33 0.09
-0.45 -0.06 -0.62
0.16 0.08 0.05
-0.02 -0.52 0.10
-0.29 0.08 0.11
0.14 0.23 0.08
0.01 -0.02 -0.46
0.59 -0.60 -0.07
0.28 -0.13 -1.59
1.06 -0.04 3.15
0.56 0.42 1.32
-0.16 0.45 -0.04
2.12 -0.40 0.83
0.07 0.09 -0.41
0.00 -0.32 1.06
-0.18 0.13 0.48
0.04 0.17 -0.14
-0.55 -0.71 -1.06
-0.02 0.53 0.01
0.31 0.28 0.09
0.06 0.52 -0.63
0.65 -0.20 -2.38
-0.02 0.02 -0.24
0.82 -0.25 1.44
0.69 0.23 0.71
-1.91 -1.69 -0.75
0.56 -0.23 0.02
-0.67 -0.03 0.00
0.80 -0.58 0.95
0.91 1.17 0.33
-0.56 -0.52 -0.28
0.13 0.11 0.29
-0.51 0.91 -1.23
0.01 0.40 0.01
0.25 0.14 -0.28
-0.26 -0.03 0.11
0.42 -0.72 0.20
0.11 0.04 0.07
-0.09 -0.05 -0.11
-0.17 -0.27 0.11
-0.14 0.01 -0.02
0.35 -0.04 -0.35
-1.18 -0.31 -2.21
0.00 -0.09 0.12
0.52 -0.05 0.11
0.27 0.14 -0.19
0.22 0.25 -0.17
-0.05 0.50 0.08
-0.12 -0.08 0.15
-1.37 0.44 -3.03
-0.10 -0.53 0.49
1.06 0.87 -0.33
0.62 0.21 0.61
-2.87 -0.69 -0.97
0.21 0.12 0.13
-0.43 -0.44 0.22
0.05 -0.33 0.25
0.08 -0.11 0.08
1.06 -1.16 -1.57
-0.18 -0.15 -0.63
-0.04 0.37 -0.20
-0.02 0.30 -0.59
0.02 0.16 0.21
0.00 -0.04 -0.22
-0.05 0.87 0.18
-0.41 -0.97 0.15
0.14 -0.70 1.05
-0.08 0.08 0.12
0.02 -0.01 0.20
0.01 0.41 0.14
-0.25 -0.63 -0.03
-0.06 -0.13 0.01
0.92 0.16 3.86
-0.14 0.34 -0.10
0.06 0.04 -0.16
-0.21 0.17 0.24
0.43 0.38 0.09
0.29 0.33 -0.25
0.92 0.42 -0.06
-0.22 -0.01 0.27
0.89 1.81 0.13
-3.66 0.72 1.97
-0.08 -0.74 0.25
-0.72 -0.48 0.66

The following is a DFT calculation (ωB97M-V/def2-TZVPD) of 3 unconnected molecules or ions with the total composition C28H55FN3O6S2 in a non-equilibrium geometry.

multiplicity: 3
gap between HOMO and LUMO (spin up / spin down): 6.29 / 7.40 eV
total charge: +1
highest occupied orbital energy (spin up / spin down): -10.02 / -11.13 eV
energy: -71060.7334 eV
strongest force on any atom: 0.037 Eh/bohr

Each line ends with the Mulliken charge.
Element x y z (Å)
H1 -5.5637 -3.6475 -1.2347  0.45
H2 6.5438 2.2093 -0.8960  0.39
H3 6.1596 1.6987 -3.2458  0.43
C1 -0.8120 -2.3908 -1.3089  -0.38
C2 -5.2012 -3.9671 -5.4002  0.62
H4 -0.4623 0.2301 -0.9771  -0.37
H5 3.3348 1.6687 3.7516  0.53
C3 5.7703 1.0054 -2.4985  -0.58
H6 -1.5936 0.5344 0.3282  0.06
H7 -4.2775 -2.8130 -7.7217  0.13
H8 -1.2205 -2.4139 -2.3284  0.25
H9 -3.3284 2.8401 3.4640  0.46
H10 1.9731 1.6310 5.9639  0.39
H11 -2.6652 -1.8290 -0.2918  0.39
C4 6.5618 1.1589 -1.2034  -1.26
H12 -0.2995 1.4403 7.0139  0.40
H13 5.7376 -1.8365 0.3149  0.36
H14 -4.8705 -6.7157 -2.9465  0.37
C5 -2.4247 2.4187 3.0229  -1.99
H15 2.3541 2.1313 -0.5776  0.44
H16 2.8208 -0.9845 -2.4685  0.41
H17 0.9292 0.4893 5.1376  0.40
H18 -2.2948 2.8547 2.0290  0.42
C6 3.6749 0.4744 -1.1216  1.94
H19 6.6298 1.7095 1.4786  0.37
C7 -5.0541 -3.3494 -2.1582  0.14
H20 -2.0225 1.3971 -2.0501  0.38
C8 -1.2379 2.7584 3.9212  1.68
H21 2.8726 3.6645 4.6200  0.48
H22 -5.0481 0.8757 -2.0444  0.33
N1 -2.4854 0.6221 -1.5681  -0.15
H23 1.7536 4.3583 3.4511  0.38
H24 -7.0767 -3.2421 -6.0868  0.33
C9 -5.8199 -1.1038 -2.1376  0.51
H25 1.3147 4.2179 5.1616  0.43
H26 2.5205 2.1092 2.2544  0.46
N2 4.5435 0.5356 0.0992  0.57
H27 6.2916 0.0824 2.0776  0.43
H28 -2.5676 1.3435 2.9211  0.33
H29 1.8704 0.5711 0.0922  0.47
H30 6.1576 -1.4866 -1.3699  0.37
C10 2.3871 1.6196 3.2163  -2.24
O1 -6.5792 -0.8641 -1.2757  -0.49
C11 1.0693 1.5530 5.3561  -1.22
C12 6.0184 0.2937 -0.0643  1.64
C13 -1.2815 4.2825 4.1101  -1.57
H31 4.1806 2.3585 -2.0247  0.41
H32 -2.1775 4.5505 4.6707  0.43
H33 -4.9927 -5.8899 -1.3787  0.44
H34 -4.0419 -3.0116 -1.8969  -0.29
H35 5.8989 0.0038 -2.9173  0.32
C14 -4.9263 -0.0025 -2.6892  -0.56
H36 -1.6539 0.9820 5.0628  0.34
C15 6.3243 -1.1890 -0.3380  -1.76
H37 -5.9733 -1.9932 -5.5295  0.08
C16 1.3055 2.3056 4.0447  1.97
H38 -0.7862 -3.4158 -0.9246  0.38
C17 2.3062 1.0630 -0.7802  -2.08
C18 -6.0262 -2.9242 -6.1046  -0.33
C19 -4.9263 -4.5656 -3.1207  0.22
F1 0.4875 -1.8839 -1.3769  -0.18
H39 3.7175 1.1133 -3.1721  0.41
C20 6.7120 0.6507 1.2467  -1.94
C21 -1.6190 -1.5021 -0.3538  -0.85
O2 -4.1612 -4.3807 -5.7771  -0.52
H40 -3.8875 -4.6471 -3.4571  0.39
C22 -1.3959 2.0279 5.2604  -1.24
C23 -5.3241 -5.8691 -2.4216  -1.64
H41 -5.2828 0.2848 -3.6879  0.44
H42 -0.4366 4.6887 4.6514  0.27
C24 -0.1429 2.0636 6.1323  -0.55
H43 -2.2428 2.4636 5.7942  0.42
C25 1.8224 3.7254 4.3367  -1.95
H44 -1.3255 4.7843 3.1419  0.39
O3 -0.1300 1.2357 2.5693  -0.53
H45 1.6507 0.9052 -1.6421  0.41
H46 4.2971 -1.5677 -1.7409  0.26
H47 2.1604 0.5701 3.0383  0.30
H48 -1.1961 -1.6553 0.6498  0.38
H49 7.7707 0.4043 1.1634  0.45
H50 7.6099 0.8985 -1.3662  0.39
H51 0.0312 3.0764 6.5044  0.32
O4 4.3051 1.5834 0.8103  -0.58
N3 0.0308 2.3257 3.2484  0.50
O5 -5.7864 -4.3956 -4.2514  -0.40
S1 -5.6025 -2.6605 -7.8367  -0.18
C26 -1.4675 -0.0084 -0.6173  0.34
H52 2.8320 -1.4925 -0.7806  0.37
C27 4.2919 1.2951 -2.2605  -1.32
H53 -6.4129 -5.9780 -2.4803  0.39
H54 7.3784 -1.3770 -0.1346  0.48
C28 3.4076 -0.9779 -1.5490  -1.81
O6 -5.7817 -2.2813 -2.7928  -0.27
S2 -3.1722 -0.4220 -2.8511  0.09
H55 -3.2355 1.0283 -1.0049  0.51

Forces on the atoms, in the same order (eV/Å):
-0.09 0.15 -0.19
-0.06 -0.03 0.06
0.00 -0.02 -0.02
-0.31 0.17 0.00
-0.92 0.22 0.14
-0.25 -0.10 -0.14
-0.02 0.06 0.03
-0.04 -0.06 0.02
0.05 0.01 -0.19
0.01 -0.03 0.13
0.17 0.06 0.19
0.02 0.04 0.02
0.02 0.02 -0.03
0.17 0.11 -0.09
-0.09 0.19 -0.16
-0.01 0.02 0.01
-0.01 0.01 -0.01
-0.12 0.12 0.11
-0.02 -0.21 -0.10
0.05 -0.03 0.03
-0.06 0.08 0.03
-0.01 0.03 -0.09
0.03 0.02 0.02
-0.54 -0.59 -0.22
-0.07 -0.01 0.00
-0.12 -0.43 0.19
-0.11 0.02 0.15
-0.33 0.73 -0.05
0.01 -0.07 -0.05
0.05 -0.13 -0.19
0.25 0.02 -0.03
-0.01 0.00 0.00
0.21 0.11 0.07
0.61 -0.12 -0.88
-0.02 -0.01 -0.01
0.01 0.01 -0.01
0.28 1.24 -0.46
-0.01 0.00 -0.02
0.06 0.02 0.01
0.03 0.00 0.01
-0.02 0.01 0.01
-0.18 -0.22 -0.01
-1.03 0.28 1.57
-0.23 -0.14 0.13
0.39 -0.74 0.17
0.15 0.02 0.00
0.00 -0.03 0.09
-0.05 -0.06 -0.06
-0.07 0.02 -0.14
-0.19 0.04 -0.02
0.00 -0.02 0.03
-0.18 0.32 -0.27
0.05 0.01 -0.08
-0.07 -0.02 -0.01
0.04 -0.21 0.01
0.65 0.59 0.05
0.16 0.17 -0.06
-0.04 0.15 0.13
-0.54 -0.10 -0.07
-0.05 -0.53 0.28
-0.45 -0.27 0.00
-0.04 -0.02 0.02
-0.02 0.17 0.07
0.36 -0.16 0.08
1.49 -0.26 -0.33
-0.22 0.11 -0.13
0.18 -0.23 0.14
0.08 0.08 -0.39
0.11 -0.11 0.17
-0.01 -0.03 0.04
0.01 0.06 -0.10
-0.03 0.02 -0.04
-0.10 0.05 -0.01
0.03 -0.01 0.00
-0.02 0.50 -0.33
0.04 -0.04 -0.04
0.03 0.10 -0.02
-0.04 0.03 -0.04
-0.12 0.09 -0.20
-0.01 -0.04 -0.04
0.01 -0.03 0.04
0.02 0.01 -0.03
-0.11 -0.41 0.05
-0.33 -1.37 0.39
-0.08 0.56 0.41
-0.04 0.04 -0.14
0.22 0.01 0.74
0.03 0.00 0.04
0.27 0.18 0.01
0.19 0.05 0.23
0.00 0.06 0.05
0.21 -0.06 0.06
0.86 -0.07 -0.49
-0.05 -0.05 -0.16
-0.05 -0.12 -0.11

Question: Number 1 is which compound?
Answer: C28H55BrF2N2O8P3S2

Question: Which value of strongest force on any atom does entry 1 give?
Answer: 0.082 Eh/bohr